Record 1
{
  "formula": "C4H9N3O",
  "method": "the ωB97M-V functional and the def2-TZVPD basis",
  "e_homo_ev": -8.568,
  "lumo_energy_ha": 0.0320,
  "homo_lumo_gap_ev": 9.44,
  "total_energy_ha": -397.2320,
  "total_charge": 0,
  "max_force_ha_per_bohr": 0.0410,
  "elements": ["O", "N", "H", "H", "N", "H", "C", "H", "C", "H", "H", "N", "H", "H", "C", "H", "C"],
  "positions_angstrom": [[0.686663, 1.242183, 1.041045], [-2.726909, -0.069366, -0.830578], [0.143348, 1.030522, 3.010541], [-1.629942, 1.451273, 0.006183], [-0.389477, -0.135350, -0.528640], [-2.545133, -1.051280, -1.170443], [1.981331, 0.212616, -0.632598], [2.863189, 0.736130, -0.206499], [-1.653503, 0.448841, -0.433041], [-0.556295, -1.966704, -1.270738], [1.478508, -0.030546, 2.399208], [-0.191172, -1.064733, -1.535528], [-0.284704, -0.335208, 1.927263], [2.141708, -0.559379, -1.421702], [0.502935, 0.386199, 2.164102], [-0.623440, -0.759464, -2.410931], [0.802893, 0.464267, -0.107643]],
  "atomic_forces_ev_per_a": [[-0.5236, -0.0244, -1.2745], [-0.4082, -1.3629, -0.4608], [0.4158, -0.5960, -0.7598], [-0.0933, -0.2802, 0.0220], [-0.2951, 0.0185, -0.2625], [-0.3344, 1.2570, 0.2463], [1.9621, -0.4237, -0.6439], [-0.7933, -0.5822, -0.2489], [0.8724, 0.6811, 0.4877], [-0.0594, -0.1564, 0.0135], [-0.1436, -0.5011, 0.2238], [-0.1619, -0.5365, -0.5939], [0.3666, -0.2540, 0.3273], [-0.2983, 1.1919, 0.6824], [-0.5717, 1.1029, 0.7982], [0.0876, -0.0650, 0.3378], [-0.0218, 0.5310, 1.1052]]
}

***

Record 2
{
  "formula": "C3H11N2O2",
  "method": "the ωB97M-V functional and the def2-TZVPD basis",
  "e_homo_ev": [-18.012, -18.011],
  "lumo_energy_ha": [-0.3628, -0.5239],
  "homo_lumo_gap_ev": [8.14, 3.76],
  "total_energy_ha": -380.0990,
  "multiplicity": 2,
  "total_charge": 2,
  "s_squared": 0.7555,
  "max_force_ha_per_bohr": 0.0431,
  "elements": ["O", "H", "C", "H", "H", "H", "C", "H", "H", "N", "H", "H", "O", "N", "H", "H", "C", "H"],
  "positions_angstrom": [[-1.710408, -1.375869, 1.742190], [-0.897716, 3.772978, -1.192836], [0.512823, -1.021192, 0.922673], [-0.615251, -2.843492, 0.859214], [-2.208267, -0.623406, 1.408010], [1.307922, -2.034816, -0.776512], [-0.804973, -1.773574, 0.740340], [1.067783, -1.353183, 1.797299], [0.227191, 3.500712, -0.063374], [1.364044, -1.119812, -0.318905], [2.347774, -0.965948, -0.083865], [-1.191876, -1.628703, -0.275009], [0.488235, 1.092961, -1.850213], [0.003920, 3.271066, -1.052380], [1.091072, -0.399503, -1.023837], [-1.105606, 1.604533, -0.686712], [-0.188697, 1.864802, -1.280886], [0.312031, 0.032444, 1.134803]],
  "atomic_forces_ev_per_a": [[0.3552, 0.0462, -0.4719], [0.4143, 0.3960, -0.7429], [-0.3332, 0.2490, 0.2488], [-0.1282, 0.0266, 0.0059], [-0.3080, -0.0831, 0.2572], [-0.0627, -0.0825, 0.1373], [0.0713, -0.2727, 0.2930], [0.1338, -0.3439, -0.1901], [0.8484, 0.0560, -0.2469], [0.2641, 0.4628, -0.1743], [0.0674, -0.0535, -0.1038], [-0.1003, 0.0632, -0.0354], [-0.5168, 0.7077, 0.1628], [-1.8141, 0.5418, 1.1481], [0.2853, -0.9682, 0.5399], [-0.2182, 0.1087, -0.1141], [0.9732, -0.9298, -0.4017], [0.0684, 0.0755, -0.3118]]
}

***

Computed values of energy above the lowest of the compared OMol25 structures with the same formula, charge and spin (unit: kcal/mol) for the preceding records, in sequence: 74.5, 65.7.